41
Properties=species:S:1:pos:R:3 method="wB97M-V/def2-TZVPD" multiplicity=1 de_lowest_kcal_mol=37.98 total_charge=+2 homo_ev="-15.29 / -15.30"
La -0.1612 0.1051 -1.4586
I -2.3385 0.1572 -3.3967
I -3.7210 -2.6980 -1.1598
Cl 2.1916 0.9322 -0.7898
P 1.8313 -2.0538 -2.5164
P -0.5723 0.7970 1.3912
O -0.3465 -3.3680 -1.0415
C -1.6732 3.5819 1.1502
C -0.1368 1.4357 3.0325
C -0.0617 -2.2585 -1.1276
C 1.1373 -3.4074 -3.5374
C 2.8257 -1.0687 -3.6725
C -1.0592 2.3727 0.4422
C 1.1153 2.3189 3.0599
C -3.0662 0.7407 2.8262
C 2.9591 -2.8943 -1.3681
C -2.1225 -0.0409 1.9138
H 3.7690 -3.3906 -1.9201
H 0.0217 0.5947 3.7004
H -3.4680 1.6406 2.3326
H 1.3973 2.5531 4.0845
H -1.7854 -0.9557 2.4329
H 0.3644 -2.9139 -4.1749
H -2.5676 1.0317 3.7369
H 1.9756 1.7998 2.6450
H 2.1820 -0.7642 -4.5240
H -1.7757 4.4037 0.4269
H -1.7479 2.0447 -0.3806
H -0.9490 2.0261 3.4974
H 1.9362 -3.8632 -4.1632
H 3.6568 -1.6874 -4.0435
H 3.2106 -0.1803 -3.1516
H -2.6588 -0.4142 1.0320
H -3.9220 0.1203 3.1118
H 3.3993 -2.1491 -0.6902
H -2.7092 3.3812 1.4965
H 0.9754 3.2918 2.5586
H -1.0933 3.9273 1.9998
H 2.4098 -3.6625 -0.7934
H 0.7005 -4.1981 -2.9137
H -0.1227 2.7127 -0.0477

9
Properties=species:S:1:pos:R:3 method="wB97M-V/def2-TZVPD" multiplicity=1 smiles="C1=CSCS1" de_lowest_kcal_mol=24.79 homo_ev=-8.12
S -1.4911 -0.4154 -0.1572
S 1.5651 -0.1320 -0.1991
C -0.8892 1.2158 0.1381
C 0.2523 -1.1843 0.3596
C 0.4513 1.3203 0.2195
H -1.5119 2.0516 -0.3013
H 0.4099 -2.1607 -0.1555
H 0.9746 2.2274 0.3665
H 0.0566 -1.4711 1.4888

133
Properties=species:S:1:pos:R:3 method="wB97M-V/def2-TZVPD" multiplicity=3 total_charge=+1 homo_ev="-7.74 / -9.77"
V 1.9252 1.4636 1.6579
O 2.5371 0.1051 3.2254
O 3.7131 2.8181 2.5504
O 1.0909 0.2822 -2.5068
O -6.4104 -2.2873 1.7228
O 0.5655 0.7835 1.1842
O -1.9138 -2.4436 3.7730
O 0.8387 -1.8306 -7.5317
O -1.8546 -2.0556 -0.3238
O 3.0326 1.0021 0.6210
O -2.1642 2.8092 -2.9944
N 1.2726 3.5894 0.4437
N 1.6841 -1.4378 -4.9998
N -3.0699 0.6887 -0.9862
N 1.0584 2.4245 3.5237
N 5.1900 -3.3305 1.8242
N -4.7320 -1.5681 4.0546
N 3.9127 -1.8118 -2.9526
C -0.0834 7.0518 1.3117
C -3.5428 -0.7916 4.4078
C 1.0380 -2.9953 -6.7525
C -1.8279 -3.4665 -0.4554
C 2.7777 -4.2042 1.2166
C 0.5957 1.5215 -2.2463
C -2.8561 -0.0166 0.3224
C 4.4837 -1.0524 -1.9417
C 3.6228 -0.7939 3.2965
C 0.0763 6.8263 -0.1947
C -3.2227 2.9120 -2.0923
C 0.1116 -1.9388 -8.6884
C 1.7155 -2.2341 0.0716
C -7.4103 -2.7991 0.8160
C -5.7443 -0.7477 3.4241
C 0.8475 1.3055 4.4408
C 5.6631 -2.8716 -2.1734
C 4.6608 -2.9581 -3.1053
C 2.0462 -2.6864 -5.6336
C 5.6283 -1.6591 -1.5051
C 5.1342 2.9132 2.2969
C 0.6018 4.4112 0.0116
C 4.1487 -3.7086 1.5635
C -2.4471 3.4373 -4.2140
C 0.1501 -0.5596 -3.2385
C -3.0490 -1.5059 0.2371
C -0.2663 5.4361 -0.6468
C -2.9151 2.1605 -0.7552
C 1.9498 0.2527 4.5007
C -2.3245 -1.6326 4.8795
C -0.8619 -1.7426 3.1127
C 2.2361 -3.6798 -0.0700
C 3.4493 3.1788 3.9146
C 0.8594 -1.7838 -3.8000
C -6.9251 -1.5949 2.8615
C 1.9558 3.4432 4.0110
H -0.7042 -0.7930 -2.6030
H -1.9477 2.3852 -0.3060
H -0.1948 1.5282 -1.4959
H 2.1633 -4.0359 2.1011
H -0.4496 7.5957 -0.7600
H 6.3313 -1.2932 -0.7715
H -6.9771 -3.4100 0.0239
H 3.6474 2.3151 4.5493
H -7.9186 -1.9669 0.3289
H -1.4687 3.6874 -4.6242
H 5.3046 2.5706 1.2763
H 1.7892 -1.7802 -0.9166
H -0.7683 -2.5718 -8.5738
H -0.1419 5.3696 -1.7276
H 0.0331 -2.3907 -4.1702
H 2.8810 -5.2803 1.0776
H -0.1901 -0.9291 -8.9672
H -5.3022 -0.1631 2.6174
H -3.8709 -0.0206 5.1048
H 1.6716 3.8015 5.0004
H -1.9253 0.3143 0.7831
H 1.1276 6.9535 -0.4531
H 2.7571 0.5014 5.1895
H -3.6888 2.4879 -0.0607
H 0.5920 6.4398 1.9096
H -3.8730 -1.7664 -0.4272
H 4.4978 -3.7082 -3.8650
H 3.1079 -1.5507 -3.5042
H 5.4802 3.9396 2.4192
H -7.7007 -0.8541 2.6672
H -2.3965 0.3056 -1.6342
H 4.0307 -0.1136 -1.6592
H -4.5068 -2.3580 3.4667
H -3.3466 -1.8441 1.2296
H -0.5879 -2.3407 2.2435
H -2.9719 2.7959 -4.9221
H -6.1329 -0.0315 4.1481
H 4.0289 -1.0036 2.3070
H 0.7820 -2.3143 -9.4615
H -7.3041 -2.2589 3.6384
H -8.1241 -3.3813 1.3987
H 0.6809 1.6484 5.4619
H 2.2666 -1.5196 0.6830
H -2.6360 -3.8588 -1.0729
H 0.0644 -3.2894 -6.3603
H -1.7936 -3.9815 0.5046
H 1.0837 -1.0449 -5.7106
H 6.4376 -3.6227 -2.1246
H 3.3494 -1.7947 3.6308
H -0.2977 0.0041 -4.0569
H 0.1533 8.0709 1.6176
H -3.4749 3.9621 -1.9442
H 1.7251 4.3104 3.3922
H -2.9929 4.3808 -4.2200
H 0.2397 1.9812 -3.1683
H -1.1232 6.8689 1.5826
H 1.6363 -0.6695 4.9898
H -1.2922 5.1604 -0.4029
H -0.0706 0.7651 4.2105
H -2.7117 -2.3476 5.6054
H 0.1484 2.8623 3.5429
H -1.1647 -0.7559 2.7622
H 2.1331 -3.5781 -5.0128
H 1.4443 -3.8239 -7.3326
H 1.4461 2.0727 -1.8449
H 3.0127 -2.5839 -6.1271
H 5.6799 2.1759 2.8858
H 4.4644 -0.3965 3.8639
H -0.0216 -1.6296 3.7977
H 1.4041 -4.3356 -0.3267
H 2.9242 -3.8092 -0.9055
H -3.6139 0.3167 1.0315
H -4.1512 2.5268 -2.5137
H -3.1354 -0.2581 3.5490
H -1.6150 -0.9946 5.4063
H -0.8893 -3.7132 -0.9517
H 4.0286 4.0332 4.2646
H 1.3387 -2.3247 -2.9840
H 0.6377 -2.2667 0.2315

49
Properties=species:S:1:pos:R:3 method="wB97M-V/def2-TZVPD" multiplicity=1 de_lowest_kcal_mol=113.35 homo_ev=-7.62
Au 1.4282 0.9571 -2.7671
S 1.0288 -0.9987 -1.4410
S 0.0711 -5.8809 -2.4436
S -2.2195 5.7334 1.5719
F 2.7128 -0.4675 3.7714
F 5.2874 -0.0254 3.0233
F 5.8742 0.3811 0.3965
F 3.9535 0.3109 -1.4507
F 0.7613 -0.5151 1.9701
N -0.0547 1.9041 -1.1757
N -0.0069 -1.7453 -2.7691
C -1.7130 1.3656 0.4625
C 2.0181 -0.3023 1.5108
C -1.0606 -7.1975 -0.5759
C -0.7347 -3.5158 -1.2264
C -1.1084 3.6753 0.0544
C 2.2538 -0.1214 0.1581
C -0.7346 -4.9789 -1.2012
C -0.2359 3.1787 -0.9402
C -1.0340 -2.8069 -0.1158
C 3.5826 0.1115 -0.1543
C -0.7197 0.9623 -0.4640
C -1.8660 2.7375 0.7186
C -0.5527 6.1362 -0.3175
C -1.1978 5.1090 0.3169
C -2.2528 -0.9362 0.8877
C -1.2921 -5.8324 -0.2864
C -0.8766 7.4127 0.2034
C 4.6101 0.1490 0.7714
C -2.4801 0.3796 1.1271
C 4.3188 -0.0521 2.1071
C -0.3371 -7.3729 -1.7144
C -1.2265 -1.3725 0.0046
C 3.0076 -0.2775 2.4794
C -1.7664 7.3464 1.2277
C -0.4369 -0.4255 -0.6201
C -0.5591 -2.8587 -2.5349
H 0.3154 3.8598 -1.5753
H -0.4660 8.3378 -0.1736
H -1.4262 -8.0117 0.0329
H -2.5950 3.0468 1.4594
H -3.2453 0.6948 1.8257
H -2.1784 8.1572 1.8065
H -0.9932 -3.4002 -3.3839
H -1.8623 -5.4958 0.5675
H -1.2734 -3.3648 0.7838
H -2.8434 -1.6906 1.3927
H 0.1467 5.9968 -1.1290
H -0.0209 -8.2969 -2.1713